1.
Here is a 11-piece molecular cluster, C23H63N5O28S6 overall from the Open Molecules 2025 dataset. Energies are from ωB97M-V/def2-TZVPD.

* charge: 0
* SMILES: CCOS(C)(=O)=O.CCOS(C)(=O)=O.CCOS(C)(=O)=O.CCOS(C)(=O)=O.CCOS(C)(=O)=O.CCOS(C)(=O)=O.C[N+](=O)[O-].C[N+](=O)[O-].C[N+](=O)[O-].C[N+](=O)[O-].C[N+](=O)[O-]
* energy relative to the best compared isomer or geometry (same formula, charge and spin): 1.656 eV
* LUMO level: -0.0037 Ha

Structure (XYZ):
```
125
Properties=species:S:1:pos:R:3:lowdin_charge:R:1
S -5.736 -1.413 -1.869 0.513
S -4.115 5.359 1.636 0.583
S 5.003 -2.386 -0.772 0.528
S -1.307 1.668 4.688 0.531
S 2.376 0.583 -4.566 0.530
S 6.288 -2.471 3.765 0.521
O -4.146 3.783 1.295 -0.279
O 6.827 -1.270 3.279 -0.261
O -3.721 5.429 2.992 -0.253
O -1.133 2.440 5.843 -0.233
O 0.697 -3.405 -1.030 0.046
O 0.156 3.720 -4.980 0.068
O -0.223 1.521 3.787 -0.282
O 1.460 5.156 4.360 0.083
O 4.100 -1.335 -1.041 -0.265
O 4.788 -2.469 3.316 -0.262
O -6.862 -0.735 -1.356 -0.247
O -1.789 0.236 5.153 -0.243
O 0.641 1.727 0.468 0.072
O 6.831 -3.696 3.322 -0.258
O 3.106 -0.632 -4.530 -0.245
O -0.927 0.294 0.695 0.053
O -3.490 5.993 0.537 -0.264
O 0.814 0.204 -4.528 -0.313
O -0.438 4.111 -0.755 0.048
O 4.253 -3.457 0.120 -0.250
O 5.599 -3.076 -1.854 -0.258
O -4.905 -1.952 -0.674 -0.229
O 2.528 1.518 -3.540 -0.243
O -1.358 2.616 -5.981 0.088
O -4.882 -0.800 -2.818 -0.272
O 1.651 -5.029 -2.079 0.104
O -0.227 5.871 3.308 0.069
O -1.885 5.072 -2.063 0.062
N -0.958 5.069 -1.280 -0.427
N 0.715 5.147 3.429 -0.472
N 0.712 -4.454 -1.661 -0.443
N 0.044 0.731 0.128 -0.424
N -0.757 2.923 -5.004 -0.457
C -1.970 -0.754 4.148 -0.281
C 6.290 -1.712 0.256 -0.104
C 6.169 -2.515 5.550 -0.086
C -2.935 -2.994 0.127 -0.062
C 1.046 4.261 2.307 0.033
C -6.229 -2.970 -2.578 -0.103
C 5.003 -4.658 0.406 -0.249
C -1.694 -2.112 4.803 -0.054
C -0.262 6.369 -1.024 0.066
C -4.299 2.006 -0.452 -0.047
C 0.562 0.013 -1.056 0.059
C -0.073 -2.060 -4.208 -0.062
C -3.523 -2.159 -0.943 -0.294
C -5.900 5.566 1.573 -0.090
C 2.441 1.393 -6.129 -0.100
C 3.944 -1.350 3.597 -0.263
C 2.759 -1.436 2.680 -0.051
C 4.571 -5.808 -0.536 -0.060
C 0.365 -1.011 -5.213 -0.218
C -0.620 -5.141 -1.924 0.063
C -2.706 2.262 3.770 -0.098
C -4.076 3.488 -0.119 -0.262
C -1.154 2.288 -3.752 0.025
H 3.442 1.774 -6.275 0.080
H -3.091 3.775 -0.480 0.077
H 0.627 3.275 2.481 0.063
H -3.449 2.643 4.456 0.081
H 0.473 -2.070 -3.266 0.057
H -6.284 4.647 1.159 0.062
H 2.342 -2.447 2.667 0.090
H -1.874 -3.155 -0.034 0.061
H -0.489 -5.624 -2.884 0.094
H -0.102 -0.765 -1.403 0.075
H -3.095 -2.621 1.131 0.081
H 2.113 0.668 -6.877 0.075
H 0.783 6.189 -1.215 0.101
H -3.000 -1.201 -0.921 0.111
H 1.116 -1.398 -5.894 0.114
H -2.260 3.068 3.191 0.058
H -6.909 -2.811 -3.396 0.074
H 0.882 0.726 -1.805 0.073
H 2.097 4.328 2.062 0.106
H 4.893 -6.786 -0.171 0.078
H 3.493 -5.811 -0.652 0.052
H 6.513 -1.548 5.900 0.074
H -1.413 -4.415 -2.017 0.067
H 6.783 -3.344 5.867 0.068
H -6.242 5.652 2.600 0.068
H -1.270 -0.582 3.333 0.097
H 1.647 2.136 -6.158 0.053
H -0.515 -0.653 -5.749 0.123
H 0.149 -3.039 -4.656 0.085
H 6.914 -2.443 0.742 0.059
H -5.269 -3.374 -2.902 0.060
H -3.058 1.501 3.084 0.062
H 1.472 -0.475 -0.688 0.102
H -2.993 -0.720 3.754 0.118
H -5.271 1.754 0.016 0.086
H -0.465 6.588 0.024 0.098
H -1.141 -2.028 -3.992 0.074
H -6.538 -3.597 -1.749 0.074
H -0.605 -2.126 4.984 0.080
H 1.984 -0.757 3.027 0.078
H 6.086 -4.597 0.356 0.115
H 5.791 -1.138 1.036 0.049
H -3.334 -2.564 -1.938 0.109
H 3.007 -1.186 1.649 0.069
H -3.626 1.230 -0.099 0.061
H -0.504 2.507 -2.909 0.082
H -1.132 1.206 -3.763 0.082
H -0.723 7.133 -1.631 0.096
H -0.728 -5.807 -1.075 0.105
H -4.840 4.025 -0.691 0.124
H 4.679 -4.936 1.408 0.116
H 5.084 -5.663 -1.489 0.074
H 6.745 -0.934 -0.352 0.083
H -4.513 1.973 -1.519 0.079
H 4.483 -0.434 3.311 0.125
H 0.536 4.599 1.405 0.063
H 3.654 -1.196 4.640 0.124
H -1.939 -2.939 4.145 0.071
H -2.050 -2.214 5.826 0.079
H -3.347 -4.016 0.077 0.091
H 5.118 -2.664 5.766 0.063
H -2.159 2.634 -3.525 0.103
H -6.118 6.489 1.051 0.068
```

=====

2.
Here is C23H64AsF6O9 as an isolated structure from the Open Molecules 2025 dataset. Energies are from ωB97M-V/def2-TZVPD.

* charge: -1
* energy relative to the best compared isomer or geometry (same formula, charge and spin): 0.726 eV
* LUMO level: 0.0892 Ha

Structure (XYZ):
```
103
Properties=species:S:1:pos:R:3:lowdin_charge:R:1
As -0.661 -0.336 0.007 0.810
F -0.667 -0.419 -1.727 -0.236
F -1.335 -1.969 0.133 -0.256
F -0.674 -0.267 1.773 -0.259
F -2.309 0.247 -0.074 -0.245
F 0.989 -0.915 0.032 -0.237
F -0.062 1.300 0.031 -0.235
O -5.388 3.035 -4.231 -0.087
O 1.700 3.209 -3.116 -0.090
O 5.506 -0.111 -1.416 -0.056
O 3.443 -2.824 4.142 -0.069
O -1.071 -3.826 -1.915 -0.069
O -4.706 0.147 1.298 -0.106
O 2.381 5.061 1.356 -0.051
O -0.643 1.829 3.533 -0.058
O 0.130 -3.591 -4.472 -0.097
C 4.132 -0.364 -1.700 -0.483
C -0.206 2.196 5.829 -0.061
C 1.193 -2.664 -4.658 -0.311
C -3.027 -2.916 -2.975 -0.048
C -2.336 -4.203 -2.451 -0.475
C -0.666 2.907 -3.079 -0.083
C 2.248 -2.169 3.659 -0.479
C 2.899 2.792 1.932 -0.064
C 4.522 4.691 2.390 -0.071
C -4.737 2.759 -2.994 -0.314
C 0.610 2.614 -3.837 -0.306
C -1.111 0.005 5.104 -0.067
C -4.599 1.246 -2.788 -0.077
C 2.536 -0.775 3.165 -0.068
C 3.756 -1.717 -1.102 -0.052
C -4.183 -0.281 2.554 -0.316
C 1.624 -3.042 2.585 -0.050
C -0.206 1.160 4.701 -0.500
C -3.248 -4.953 -1.510 -0.058
C 3.448 4.105 1.464 -0.475
C 3.272 0.774 -1.153 -0.046
C -4.092 -1.795 2.614 -0.086
C 0.643 -1.285 -4.996 -0.092
H 2.762 2.672 3.015 0.081
H 3.006 -0.162 3.934 0.082
H 0.335 3.088 5.511 0.073
H -3.995 0.060 0.642 0.034
H 3.583 1.725 -1.591 0.070
H 2.212 0.584 -1.310 0.063
H 1.766 -3.055 -5.502 0.105
H -2.140 0.228 5.385 0.078
H 3.522 1.917 1.724 0.061
H -3.956 0.802 -3.545 0.070
H -0.731 2.455 -2.091 0.055
H 2.389 5.587 2.160 0.073
H -3.019 -2.100 -2.250 0.071
H 0.768 1.532 -3.883 0.089
H -1.541 2.523 -3.607 0.065
H 2.487 2.798 -3.490 0.065
H 2.260 -2.969 1.698 0.073
H 0.207 1.756 6.737 0.074
H 3.935 4.067 0.484 0.134
H 3.564 -1.633 -0.030 0.054
H 5.323 3.957 2.512 0.080
H -4.255 1.007 -1.781 0.057
H 4.582 -2.420 -1.214 0.080
H 5.753 0.703 -1.866 0.079
H 4.949 5.587 1.938 0.074
H 1.866 -2.626 -3.797 0.097
H 3.975 -0.466 -2.784 0.128
H 4.138 4.944 3.382 0.078
H -3.800 3.317 -3.052 0.094
H 1.438 -0.560 -5.185 0.063
H -5.230 3.133 -2.090 0.110
H -2.848 -5.946 -1.285 0.076
H 4.048 -2.878 3.391 0.080
H 0.818 0.805 4.546 0.109
H 0.635 -2.658 2.323 0.068
H 1.593 -2.191 4.535 0.134
H -6.257 3.414 -4.088 0.073
H -4.089 -3.119 -3.159 0.072
H -0.671 -0.520 5.963 0.076
H -2.624 -2.607 -3.938 0.072
H 1.900 2.608 1.533 0.079
H 0.029 -1.339 -5.898 0.073
H -2.144 -4.765 -3.367 0.132
H -4.884 0.098 3.299 0.108
H -1.263 -3.159 -1.231 0.049
H 1.632 -0.346 2.729 0.062
H -4.220 -5.161 -1.961 0.075
H -3.422 -4.417 -0.574 0.079
H -3.225 0.210 2.725 0.089
H -1.132 -0.786 4.349 0.062
H 1.506 -4.080 2.889 0.079
H -3.661 -2.069 3.585 0.066
H -5.590 0.791 -2.851 0.073
H -1.235 2.498 6.033 0.077
H -0.737 3.986 -2.930 0.079
H 2.836 -2.074 -1.561 0.067
H -0.284 -3.365 -3.616 0.040
H -0.473 1.279 2.745 0.047
H 3.390 0.838 -0.072 0.058
H 3.243 -0.728 2.328 0.074
H 0.542 3.003 -4.859 0.106
H -3.562 -2.312 1.817 0.058
H -5.106 -2.207 2.635 0.067
H -0.001 -0.909 -4.199 0.053
```

=====

Number 1: frontier orbital gap 0.3735 Eh. Number 2: frontier orbital gap 0.3631 Eh.